1.
Molecular formula: C3H5N3O
Method: DFT, the ωB97M-V functional and the def2-TZVPD basis

The calculation puts the energy above the lowest of the compared OMol25 structures with the same formula, charge and spin at 5.386 eV. The calculation puts the total energy at -9705.1975 eV. The calculation puts the orbital gap at 9.75 eV. Its total charge is 0. The HOMO energy comes out at -8.98 eV.

Last column: Mulliken charge in e.
Cartesian coordinates (Å):
C1 -2.13011 -0.38684 0.16831  -0.24
N1 2.14733 0.38176 -0.21790  0.14
O1 -2.05650 0.98748 0.37936  -0.50
H1 -2.53947 -0.63067 -0.81976  0.29
H2 -2.75143 -0.81181 0.94991  0.28
C2 0.10365 -0.46017 -0.24209  0.70
H3 3.58366 -0.27609 0.87800  0.18
C3 2.56012 -0.55389 0.58610  -0.50
N2 -0.84847 -1.09675 0.14631  -0.36
N3 0.91219 0.25302 -0.86361  -0.57
H4 -1.62192 1.40267 -0.37993  0.33
H5 2.64094 1.19129 -0.58469  0.26

Atomic forces in eV per Å
-0.4 -0.2 0.1
0.3 -0.3 0.3
0.1 0.1 -0.1
-0.3 0.1 0.2
0.0 0.1 0.0
-0.3 -0.1 -0.2
0.0 0.1 0.1
0.2 0.5 -0.2
0.5 0.4 -0.5
-0.1 -0.5 0.0
-0.1 0.0 0.2
0.1 -0.1 0.1


2.
Molecular formula: C3H5N3O8PS
Method: DFT, the ωB97M-V functional and the def2-TZVPD basis

The calculation puts the total energy at -44155.6972 eV. The calculation puts the orbital gap at 2.26 eV. Its total charge is -1. The HOMO energy comes out at -2.43 eV.

Last column: Mulliken charge in e.
Cartesian coordinates (Å):
P1 -1.06279 3.64250 -1.50796  0.21
C1 0.65810 2.57075 0.65037  -0.25
H1 0.80886 3.60437 1.19394  0.34
N1 -0.40629 -1.68381 -0.32038  0.09
O1 0.86864 -1.25222 -0.05752  0.03
O2 1.80857 -3.70488 1.48575  -0.68
C2 -0.20144 0.92567 -1.08116  -0.10
S1 1.41864 -4.91165 0.73383  1.23
O3 2.44479 -5.95485 0.91215  -0.72
H2 -2.34849 3.74971 0.35369  0.35
O4 0.12323 -5.40562 1.23527  -0.71
H3 -0.76307 0.45703 -1.99460  0.43
O5 -1.95856 4.47602 -0.22003  -0.50
O6 -1.03910 -1.75477 0.73997  -0.26
H4 1.79544 0.97389 1.93566  0.30
C3 0.71832 0.20556 0.06908  -0.03
N2 -0.15753 2.36340 -0.60923  0.14
O7 -2.33317 2.72211 -2.34238  -0.48
H5 -2.88530 2.35312 -1.56986  0.35
N3 1.21346 1.20464 1.09114  -0.04
O8 1.29770 -4.58096 -0.69775  -0.68

Atomic forces in eV per Å
-2.3 0.6 0.1
-0.5 -2.9 -1.5
-0.4 -2.7 -1.3
-4.8 -1.9 3.7
2.8 5.7 1.5
0.1 1.1 0.3
3.8 0.5 5.7
0.0 -1.1 0.7
0.2 -0.1 -0.2
0.5 1.3 -0.6
-0.5 0.1 0.2
1.3 1.3 2.1
1.1 -3.3 -1.1
1.9 0.1 -3.9
-0.9 0.3 -1.3
-2.1 1.2 -3.0
0.9 -2.6 2.3
1.4 0.6 4.0
0.8 0.4 -1.9
-3.3 0.7 -4.6
-0.1 0.7 -0.9


3.
Molecular formula: C3H5N3OS
Method: DFT, the ωB97M-V functional and the def2-TZVPD basis

Its SMILES is O=CN/N=C\NC=S. The calculation puts the energy above the lowest of the compared OMol25 structures with the same formula, charge and spin at 2.115 eV. The calculation puts the total energy at -20543.5442 eV. The calculation puts the orbital gap at 8.49 eV. Its total charge is 0. The HOMO energy comes out at -8.93 eV.

Last column: Mulliken charge in e.
Cartesian coordinates (Å):
C1 -1.74416 0.47065 -1.26920  0.05
N1 1.07888 -0.69865 0.14283  -0.53
H1 0.77151 -1.81678 -1.51835  0.30
H2 -0.13145 0.76118 0.94239  0.03
H3 -2.52115 0.45613 -2.02356  0.30
H4 -1.04290 -1.15876 -2.25644  0.26
S1 -1.89064 1.59396 -0.08353  -0.41
H5 1.07221 1.28731 2.74876  0.30
O1 2.60470 -0.03183 2.41730  -0.51
C2 0.38761 -1.00718 -0.87646  0.02
N2 0.72648 0.18214 1.07493  0.36
N3 -0.85499 -0.53072 -1.45527  -0.20
C3 1.54388 0.49254 2.15659  0.04

Atomic forces in eV per Å
0.1 -0.2 0.6
-0.1 -0.9 -0.6
0.0 0.5 0.5
0.6 -0.4 0.1
0.0 -0.1 -0.2
-0.2 1.0 0.7
0.2 -0.1 -0.3
0.0 0.0 0.1
-0.9 0.5 -0.1
0.0 0.3 0.1
-0.7 1.3 0.5
0.4 -1.0 -0.6
0.6 -0.9 -0.6


4.
Molecular formula: C3H5N3OS
Method: DFT, the ωB97M-V functional and the def2-TZVPD basis

Its SMILES is O/N=C1\CC(=S)NN1. The calculation puts the energy above the lowest of the compared OMol25 structures with the same formula, charge and spin at 5.287 eV. The calculation puts the total energy at -20540.3720 eV. The calculation puts the orbital gap at 8.59 eV. Its total charge is 0. The HOMO energy comes out at -8.63 eV.

Last column: Mulliken charge in e.
Cartesian coordinates (Å):
H1 0.43187 -1.53305 -0.40572  0.33
C1 -1.16062 0.15846 -0.11552  -0.01
N1 0.65951 1.62852 0.20363  -0.34
O1 2.54139 -1.32122 0.02412  -0.44
C2 1.13361 0.28332 0.05251  0.32
H2 1.20106 2.14389 -0.59381  0.34
H3 0.12051 -0.99193 1.34455  0.25
N2 -0.66610 1.42758 -0.09258  -0.11
H4 3.59250 -1.38871 -0.16965  0.36
S1 -2.58407 -0.69449 -0.06074  -0.30
H5 -0.98792 2.26745 0.43367  0.32
N3 2.38754 0.11915 -0.22768  -0.57
C3 0.02523 -0.61558 0.22740  -0.16

Atomic forces in eV per Å
-1.9 1.4 1.2
-0.4 -0.8 1.7
4.0 -1.5 -2.6
4.9 0.8 -1.4
3.4 2.6 0.2
-1.6 -0.6 1.7
-0.9 0.6 -2.1
-3.4 3.7 0.5
-3.8 -0.1 0.7
0.1 1.7 -0.5
-2.0 -1.4 -1.2
-2.3 -1.8 1.4
3.9 -4.6 0.6


5.
Molecular formula: C3H5N3OS
Method: DFT, the ωB97M-V functional and the def2-TZVPD basis

Its SMILES is O/N=C1\CC(=S)NN1. The calculation puts the energy above the lowest of the compared OMol25 structures with the same formula, charge and spin at 3.492 eV. The calculation puts the total energy at -20542.1677 eV. The calculation puts the orbital gap at 9.27 eV. Its total charge is 0. The HOMO energy comes out at -8.60 eV.

Last column: Mulliken charge in e.
Cartesian coordinates (Å):
H1 -1.48421 0.66408 0.81739  0.34
C1 0.62433 1.18761 0.95122  0.03
N1 1.18433 -0.22211 -0.83539  -0.39
S1 0.66215 2.34307 2.09417  -0.35
O1 -1.95124 -1.70773 -0.57241  -0.39
H2 -2.40928 -2.14740 -1.43006  0.38
H3 2.50553 1.29095 -0.05429  0.25
H4 1.08041 0.14714 -1.78869  0.31
C2 -0.48868 0.14628 0.77769  -0.34
C3 -0.10817 -0.63708 -0.45088  0.47
H5 -0.48473 -0.46219 1.64938  0.29
N2 -0.66641 -1.50394 -1.14799  -0.57
N3 1.53595 0.90132 -0.01012  -0.04

Atomic forces in eV per Å
0.8 -0.7 -0.5
0.1 -0.9 -0.9
0.9 1.0 -0.9
0.2 0.2 0.1
-1.6 -2.0 -3.9
1.2 1.4 3.3
-1.5 -0.7 0.1
0.4 -0.4 0.3
-0.8 1.3 -0.2
1.3 1.5 1.1
0.0 -0.7 0.8
-1.2 -0.4 0.3
0.2 0.3 0.4


6.
Molecular formula: C3H5N3OS
Method: DFT, the ωB97M-V functional and the def2-TZVPD basis

The calculation puts the energy above the lowest of the compared OMol25 structures with the same formula, charge and spin at 7.193 eV. The calculation puts the total energy at -20538.4662 eV. The calculation puts the orbital gap at 9.20 eV. Its total charge is 0. The HOMO energy comes out at -9.57 eV.

Last column: Mulliken charge in e.
Cartesian coordinates (Å):
C1 0.40403 1.76465 0.43122  -0.25
N1 -1.33369 -0.85802 0.63713  -0.34
C2 -0.15376 -1.13752 0.80273  -0.23
H1 0.10918 -1.51273 1.87263  0.29
C3 0.91193 -1.10945 -0.19682  0.71
S1 -1.96371 -0.33872 -0.95396  -0.12
N2 1.06892 -0.03439 -0.94555  0.07
H2 -3.30830 0.34072 -0.37851  0.19
O1 1.47148 -2.17140 -0.58221  -0.63
H3 -0.61683 0.99677 1.36705  0.29
H4 0.54650 2.93977 0.19832  0.29
N3 1.15085 1.36170 -0.62551  -0.51
H5 1.71340 -0.24139 -1.62653  0.25

Atomic forces in eV per Å
0.5 0.9 -2.9
-4.2 1.0 -1.7
2.7 -1.6 3.3
-0.2 0.6 -1.8
1.0 -3.9 -1.4
-2.2 1.2 2.5
-0.1 3.0 0.6
3.1 -1.8 -1.2
-1.2 1.9 1.5
3.4 2.6 -3.0
-1.0 -2.3 2.1
-3.6 -1.4 4.0
1.8 -0.3 -2.1


Which formula does entry 1 have?
C3H5N3O


What is the HOMO energy in the first record?
-8.98 eV


Number 6 is which compound?
C3H5N3OS